Record 1
{"formula": "C19H37BBrN4O3S", "method": "ωB97M-V with the def2-TZVPD basis set", "species": ["C", "C", "C", "C", "N", "B", "O", "O", "C", "C", "C", "C", "Br", "C", "C", "C", "N", "C", "C", "O", "C", "N", "C", "S", "C", "N", "C", "C", "C", "H", "H", "H", "H", "H", "H", "H", "H", "H", "H", "H", "H", "H", "H", "H", "H", "H", "H", "H", "H", "H", "H", "H", "H", "H", "H", "H", "H", "H", "H", "H", "H", "H", "H", "H", "H", "H"], "positions_angstrom": [[1.623, 2.222, 3.208], [2.092, 0.769, 2.714], [0.949, -0.031, 1.873], [1.396, -0.274, 0.360], [0.302, -0.438, -0.661], [1.015, -1.006, -1.909], [1.013, -0.375, -3.204], [1.811, -2.219, -1.879], [3.191, -1.827, -2.109], [4.212, -2.334, -0.969], [-0.448, 0.820, -1.017], [0.449, 2.093, -1.370], [-0.147, 2.982, -3.083], [0.485, 3.255, -0.270], [1.905, 4.018, -0.470], [-1.669, 1.204, -0.052], [-2.460, 2.236, -0.806], [-3.259, 3.060, 0.174], [-4.743, 3.277, -0.395], [-2.587, 0.099, 0.120], [-1.935, -1.116, 0.544], [-3.030, -2.162, 0.561], [-3.699, -2.053, 1.665], [-4.526, -2.103, 3.086], [-0.667, -1.572, -0.297], [-0.038, -2.693, 0.422], [-0.453, -3.884, 0.027], [-1.255, -4.773, 1.114], [-0.268, -4.548, -1.404], [2.064, 2.376, 4.252], [0.490, 2.316, 3.247], [2.086, 2.982, 2.479], [2.306, 0.159, 3.667], [3.092, 0.778, 2.145], [-0.059, 0.441, 2.045], [0.908, -1.069, 2.370], [2.089, -1.192, 0.425], [2.136, 0.575, 0.108], [1.659, 0.361, -3.163], [3.574, -2.244, -3.108], [3.348, -0.686, -2.172], [4.160, -1.543, -0.133], [4.008, -3.386, -0.601], [5.262, -2.204, -1.421], [-1.001, 0.564, -1.999], [1.555, 1.848, -1.578], [-0.394, 3.972, -0.326], [0.489, 2.758, 0.758], [1.877, 4.446, -1.538], [2.789, 3.287, -0.366], [2.048, 4.834, 0.305], [-1.392, 1.705, 0.925], [-3.149, 1.742, -1.396], [-3.351, 2.544, 1.188], [-2.762, 4.077, 0.349], [-5.449, 3.478, 0.488], [-5.157, 2.353, -0.922], [-4.701, 4.164, -1.122], [-1.659, -0.973, 1.655], [-1.057, -1.964, -1.313], [-0.580, -5.505, 1.660], [-1.704, -4.041, 1.867], [-2.157, -5.278, 0.609], [-0.560, -5.657, -1.318], [-0.977, -4.092, -2.167], [0.822, -4.563, -1.768]], "orbital_gap_ev": 8.88, "charge": 1, "homo_energy_ev": -11.88, "multiplicity": 1}

Record 2
{"formula": "C4H10O2S", "method": "ωB97M-V with the def2-TZVPD basis set", "species": ["O", "C", "C", "C", "C", "S", "H", "H", "H", "H", "H", "H", "H", "H", "H", "H", "O"], "positions_angstrom": [[1.826, 1.951, -2.034], [1.663, 0.936, -2.622], [0.483, 0.027, -2.270], [0.687, -0.521, -0.859], [-0.484, -1.408, -0.483], [-0.288, -2.019, 1.229], [2.367, 0.588, -3.392], [0.215, -0.803, -2.920], [-0.403, 0.662, -2.238], [1.613, -1.087, -0.728], [0.724, 0.255, -0.093], [-0.677, -2.303, -1.103], [-1.493, -0.972, -0.531], [-1.527, -2.481, 1.477], [-2.877, 2.690, 3.514], [-2.350, 2.052, 4.763], [-2.518, 2.904, 4.374]], "s_squared": 0.75, "orbital_gap_ev": [9.13, 4.01], "relative_energy_kcal_mol": 31.0, "charge": 1, "homo_energy_ev": [-13.43, -13.42], "multiplicity": 2}

Record 3
{"formula": "C2H12N2O3", "method": "ωB97M-V with the def2-TZVPD basis set", "species": ["C", "N", "C", "N", "H", "H", "H", "H", "H", "H", "H", "H", "O", "H", "H", "O", "H", "H", "O"], "positions_angstrom": [[1.260, -1.173, -1.495], [0.817, 0.065, -0.821], [-0.466, 0.437, -1.195], [-1.166, 1.330, -0.638], [2.181, -1.511, -1.010], [0.533, -1.988, -1.366], [1.566, -0.945, -2.514], [0.880, 0.028, 0.194], [-0.823, -0.083, -2.102], [-2.098, 1.481, -1.004], [0.032, -0.542, 3.050], [0.310, 0.831, 2.476], [0.630, -0.085, 2.457], [-1.381, -2.512, -0.332], [-1.443, -1.326, 0.646], [-1.947, -2.094, 0.339], [-0.180, 2.372, 0.585], [0.712, 3.303, 1.528], [0.584, 2.412, 1.200]], "s_squared": 0.75, "orbital_gap_ev": [2.41, 9.21], "relative_energy_kcal_mol": 10.9, "charge": -1, "homo_energy_ev": [1.11, -5.85], "multiplicity": 2}

Values of maximum force, in order: 4.473; 1.345; 1.634, all in eV Å⁻¹.